# 1
The molecule C3H7NOS at a distorted geometry, computed with ωB97M-V with the def2-TZVPD basis set.

The geometry in XYZ format:
```
13
Properties=species:S:1:pos:R:3:lowdin_charge:R:1
S 0.769 0.763 1.803 0.756
O 0.271 0.767 -2.015 0.094
N -1.227 1.364 -0.429 0.124
C 0.304 -1.467 0.058 -0.136
C -0.087 0.756 -0.892 -0.629
C 0.723 -0.062 0.138 -0.626
H 0.782 -1.907 -0.791 0.076
H 0.531 -2.162 0.960 0.116
H -1.697 1.873 -1.244 0.147
H -1.196 1.763 0.507 0.051
H -0.745 -1.624 -0.112 0.077
H -0.172 -0.051 2.246 -0.144
H 1.743 -0.012 -0.229 0.096
```

Computed properties:
* charge: 0
* E_tot: -646.69342 hartree
* HOMO level: -9.343 eV
* strongest force on any atom: 3.45 eV/A


# 2
A structure of composition C12H4Cl3F6S2SiV, computed with ωB97M-V with the def2-TZVPD basis set.

The geometry in XYZ format:
```
29
Properties=species:S:1:pos:R:3:lowdin_charge:R:1
V 4.023 -1.175 -0.082 -0.376
Cl 4.152 -1.944 -2.149 -0.044
Cl 3.775 -4.208 2.453 0.031
Cl 1.290 -3.595 0.482 0.073
S 5.736 -1.290 0.998 0.042
S -1.088 -0.256 -0.944 0.497
Si 2.900 -2.598 1.397 -0.223
F 1.593 4.516 -0.094 0.009
F -6.792 -1.269 0.392 0.063
F -4.965 -0.773 2.367 0.073
F -2.412 -0.317 1.790 0.050
F -3.404 -0.837 -2.830 0.042
F -5.948 -1.287 -2.211 0.071
C -5.493 -1.040 0.087 -0.173
C -2.734 -0.553 -0.559 -0.674
C -5.056 -1.047 -1.224 -0.169
C 1.949 0.997 0.699 -0.138
C -3.729 -0.813 -1.524 -0.266
C -3.239 -0.558 0.757 -0.263
C 3.139 0.656 0.046 -0.298
C 2.096 3.246 -0.050 -0.296
C 3.769 1.684 -0.673 -0.138
C 3.269 2.980 -0.727 -0.047
C -4.561 -0.790 1.078 -0.168
C 1.414 2.281 0.655 -0.036
H 0.470 2.517 1.128 0.110
H 1.390 0.238 1.232 0.065
H 3.765 3.766 -1.283 0.100
H 4.690 1.471 -1.208 0.084
```

Computed properties:
* charge: -2
* E_tot: -4469.48188 hartree
* HOMO level: -1.501 eV
* strongest force on any atom: 0.39 eV/A


# 3
A structure of composition C21H58BrF4N10O5P3S at a distorted geometry, computed with ωB97M-V with the def2-TZVPD basis set.

The geometry in XYZ format:
```
103
Properties=species:S:1:pos:R:3:lowdin_charge:R:1
Br 2.662 2.470 -1.489 0.880
S 0.872 0.254 -2.219 0.572
P -2.785 4.968 -4.990 0.771
P 2.345 -5.624 -1.734 0.770
P -0.241 0.980 6.814 0.769
F 4.112 0.207 2.588 0.109
F 2.157 0.460 1.720 0.137
F 1.641 -0.163 -3.570 -0.158
F 3.715 2.048 1.577 0.115
O 3.541 -4.844 -1.199 -0.305
O 0.224 -0.949 -1.757 -0.262
O -0.065 1.295 -2.547 -0.277
O -1.556 5.614 -4.365 -0.289
O -1.357 1.316 7.793 -0.292
N 0.572 2.539 6.953 -0.324
N -3.752 6.387 -5.114 -0.326
N -3.863 4.003 -6.032 -0.307
N -3.188 3.985 -3.586 -0.318
N 0.517 -0.255 7.744 -0.326
N 1.248 -4.307 -1.854 -0.311
N 0.670 0.583 5.335 -0.295
N 1.310 -6.726 -2.678 -0.306
N 1.984 0.773 -1.081 -0.615
N 2.112 -6.582 -0.273 -0.324
C -0.293 0.471 4.212 -0.137
C -3.298 7.296 -6.163 -0.144
C -2.011 3.576 -2.804 -0.163
C 3.451 0.737 1.527 -0.630
C 3.044 -0.244 -0.855 -0.266
C 2.140 -7.366 -3.727 -0.148
C -4.194 4.422 -2.625 -0.147
C -0.186 -4.348 -1.657 -0.127
C -3.038 3.325 -7.060 -0.148
C 3.360 -6.848 0.455 -0.159
C 0.432 -7.737 -2.120 -0.141
C 4.055 0.120 0.250 -0.067
C -0.256 -1.493 7.786 -0.144
C -5.191 6.471 -4.995 -0.142
C 1.561 -3.404 -2.959 -0.147
C 1.716 2.714 7.839 -0.149
C 1.842 1.290 4.855 -0.131
C -0.347 3.651 7.231 -0.159
C 1.122 -6.199 0.727 -0.147
C 1.929 -0.567 7.787 -0.142
C -4.861 3.062 -5.563 -0.142
H 2.697 1.154 5.516 0.072
H 1.042 -2.451 -2.844 0.028
H 1.526 -7.892 -4.459 0.077
H 4.843 0.801 -0.099 0.120
H 0.171 0.036 3.328 0.067
H 2.708 -6.605 -4.275 0.075
H -0.712 1.449 3.943 0.083
H -1.263 3.563 6.647 0.069
H -5.335 2.590 -6.429 0.086
H 3.678 -5.998 1.069 0.078
H 1.525 2.328 8.850 0.090
H -0.040 -8.285 -2.941 0.087
H -0.570 -3.332 -1.553 0.072
H -5.719 6.082 -5.879 0.081
H 2.621 2.256 7.442 0.052
H -0.721 -4.819 -2.495 0.084
H 0.122 4.598 6.954 0.079
H 2.632 -3.179 -2.979 0.072
H 0.103 -6.410 0.402 0.052
H -0.630 3.709 8.288 0.079
H -1.653 4.371 -2.140 0.083
H -0.193 -2.039 6.833 0.078
H 2.282 -1.086 6.883 0.082
H 2.158 0.867 3.906 0.049
H 1.289 -3.842 -3.932 0.085
H 3.230 -7.711 1.113 0.079
H -5.488 7.515 -4.870 0.084
H -4.034 5.456 -2.293 0.090
H 2.135 -1.218 8.640 0.084
H -5.570 5.965 -4.112 0.049
H -5.674 3.563 -5.041 0.065
H -3.739 8.287 -6.043 0.079
H 0.094 -2.149 8.585 0.079
H -1.125 -0.185 4.493 0.076
H 1.202 -5.142 1.011 0.089
H 2.613 -1.246 -0.705 0.133
H 3.626 -0.323 -1.794 0.120
H -2.371 4.048 -7.545 0.074
H -0.471 -4.849 -0.735 0.052
H 0.947 -8.466 -1.489 0.085
H -2.251 2.706 -2.189 0.075
H -2.215 7.426 -6.116 0.070
H -0.396 -7.292 -1.570 0.066
H -1.308 -1.282 7.988 0.070
H -1.188 3.290 -3.452 0.054
H -4.452 2.265 -4.936 0.086
H -3.555 6.918 -7.164 0.078
H 2.549 0.310 7.950 0.049
H 4.175 -7.086 -0.229 0.069
H 1.972 3.772 7.925 0.080
H 4.571 -0.799 0.563 0.139
H 2.857 -8.076 -3.295 0.080
H 1.670 2.357 4.687 0.092
H -2.415 2.536 -6.619 0.080
H -3.655 2.886 -7.845 0.076
H 1.240 -6.802 1.629 0.081
H -5.209 4.320 -3.012 0.051
H -4.183 3.778 -1.744 0.081
```

Computed properties:
* charge: 0
* E_tot: -6154.15223 hartree
* HOMO level: -8.181 eV
* strongest force on any atom: 7.38 eV/A


# 4
The molecule C17H24N2O3, computed with ωB97M-V with the def2-TZVPD basis set.

The geometry in XYZ format:
```
46
Properties=species:S:1:pos:R:3:lowdin_charge:R:1
O 0.665 3.589 0.329 0.120
O -0.888 1.668 1.183 0.038
O 2.622 3.440 -0.705 0.111
N -1.581 -0.159 0.046 -0.004
N 0.525 0.776 -0.318 0.146
C -3.549 -1.045 1.264 -0.202
C 3.047 -1.278 1.253 -0.035
C 2.585 -3.489 0.444 -0.091
C 2.971 0.723 -0.261 -0.091
C -4.728 -0.574 2.107 -0.094
C 2.899 -2.633 1.487 -0.076
C -3.582 -0.716 -1.933 -0.192
C 1.718 2.929 -0.103 -0.502
C 2.580 -1.627 -1.067 -0.069
C 1.705 1.418 0.246 -0.200
C -0.665 0.791 0.340 -0.470
C -2.096 -0.938 -2.207 -0.164
C -1.397 -1.251 -0.884 -0.136
C 2.887 -0.758 -0.026 -0.237
C -2.974 0.091 0.407 -0.285
C -3.771 0.370 -0.875 -0.128
C 2.431 -2.984 -0.835 -0.088
H -3.431 1.324 -1.285 0.124
H 3.826 1.153 0.262 0.135
H 0.706 0.098 -1.038 0.111
H -4.424 0.235 2.767 0.078
H 3.028 -3.023 2.485 0.104
H -2.962 0.997 1.022 0.141
H 0.005 2.977 0.782 0.076
H 2.473 -1.242 -2.073 0.116
H -5.540 -0.217 1.478 0.068
H -0.338 -1.472 -1.025 0.105
H 3.087 0.944 -1.324 0.127
H 2.194 -3.647 -1.655 0.103
H -5.104 -1.392 2.717 0.072
H -1.851 -2.142 -0.439 0.127
H 2.468 -4.547 0.627 0.101
H -1.954 -1.762 -2.908 0.112
H 3.292 -0.614 2.069 0.117
H 1.640 1.346 1.343 0.163
H -4.093 -0.422 -2.851 0.111
H -4.029 -1.653 -1.593 0.107
H -4.828 0.472 -0.628 0.110
H -2.759 -1.403 1.927 0.121
H -3.869 -1.878 0.637 0.100
H -1.663 -0.035 -2.643 0.118
```

Computed properties:
* charge: 0
* E_tot: -997.49731 hartree
* HOMO level: -9.214 eV
* strongest force on any atom: 0.75 eV/A


| no. | E_LUMO (Eh) |
| --- | --- |
| 1 | 0.028 |
| 2 | 0.169 |
| 3 | -0.028 |
| 4 | 0.022 |